Entry 1:
{"formula": "C27H21CaN4O3", "method": "ωB97M-V with the def2-TZVPD basis set", "species": ["Ca", "C", "O", "C", "C", "C", "C", "C", "C", "N", "N", "C", "O", "C", "C", "C", "C", "C", "C", "C", "O", "H", "H", "H", "H", "H", "H", "H", "H", "H", "H", "H", "H", "C", "C", "C", "C", "N", "C", "C", "C", "C", "C", "C", "C", "H", "H", "H", "H", "H", "H", "H", "H", "N", "C", "H"], "xyz": [[-0.6378, 0.0321, -0.2981], [-5.0217, 0.9257, -0.2811], [-4.9163, 2.3232, -0.0087], [-3.9587, 3.0165, -0.7022], [-4.3504, 4.1878, -1.3121], [-3.4418, 4.9838, -2.0083], [-2.1328, 4.5626, -2.0985], [-1.6954, 3.3731, -1.4965], [-0.2732, 3.0689, -1.6667], [0.3106, 1.9892, -1.3117], [1.6893, 1.9463, -1.5575], [2.2061, 0.8158, -1.1429], [1.6241, -0.1819, -0.5980], [3.6964, 0.6937, -1.3338], [4.2913, -0.5567, -1.1993], [5.6610, -0.7046, -1.3665], [6.4513, 0.3980, -1.6572], [5.8632, 1.6501, -1.7832], [4.4934, 1.7970, -1.6261], [-2.6036, 2.5751, -0.7380], [-2.2503, 1.5197, -0.0812], [-6.0205, 0.6399, 0.0465], [-4.2631, 0.3501, 0.2416], [-4.9249, 0.7343, -1.3528], [-5.3955, 4.4647, -1.2306], [-3.7648, 5.9034, -2.4784], [-1.4084, 5.1564, -2.6459], [0.3286, 3.8444, -2.1474], [3.6578, -1.3989, -0.9548], [6.1111, -1.6852, -1.2659], [7.5217, 0.2853, -1.7826], [6.4750, 2.5166, -2.0049], [4.0199, 2.7635, -1.7306], [-0.7249, 0.0263, 4.2742], [-0.4033, -1.2442, 4.7245], [-0.2487, -2.2723, 3.8132], [-0.3805, -2.0103, 2.4449], [-0.7518, -0.7934, 2.0336], [-0.9269, 0.1871, 2.9154], [-0.0541, -3.0752, 1.4397], [0.9844, -3.9416, 1.7947], [1.3970, -4.9724, 0.9677], [0.7526, -5.1514, -0.2463], [-0.2660, -4.2944, -0.6198], [-0.6952, -3.2365, 0.1904], [-0.8539, 0.8601, 4.9496], [-0.2786, -1.4426, 5.7821], [-0.0258, -3.2731, 4.1521], [-1.2523, 1.1386, 2.5043], [1.5077, -3.7839, 2.7294], [2.2178, -5.6129, 1.2634], [1.0533, -5.9518, -0.9126], [-0.7528, -4.4178, -1.5800], [-2.9205, -2.7335, -0.5164], [-1.7105, -2.2989, -0.3832], [-3.0086, -3.6959, -0.1474]], "homo_ev": -4.166, "gap_ev": 6.8, "e_above_lowest_kj_mol": 0.00, "total_charge": -1}

=====

Entry 2:
{"formula": "C80H182N10O3", "method": "ωB97M-V with the def2-TZVPD basis set", "species": ["C", "C", "C", "C", "C", "C", "N", "O", "C", "C", "C", "H", "H", "H", "H", "H", "H", "H", "H", "H", "H", "H", "H", "H", "H", "H", "H", "H", "H", "C", "C", "C", "N", "C", "C", "C", "C", "C", "H", "H", "H", "H", "H", "H", "H", "H", "H", "H", "H", "H", "H", "H", "H", "H", "H", "H", "C", "C", "C", "N", "C", "C", "C", "C", "C", "H", "H", "H", "H", "H", "H", "H", "H", "H", "H", "H", "H", "H", "H", "H", "H", "H", "H", "C", "N", "C", "C", "C", "C", "O", "H", "H", "H", "H", "H", "H", "H", "H", "H", "H", "H", "H", "H", "H", "C", "N", "C", "C", "C", "C", "O", "H", "H", "H", "H", "H", "H", "H", "H", "H", "H", "H", "H", "H", "H", "C", "C", "C", "C", "N", "C", "C", "C", "C", "C", "H", "H", "H", "H", "H", "H", "H", "H", "H", "H", "H", "H", "H", "H", "H", "H", "H", "H", "H", "H", "C", "C", "C", "C", "N", "C", "C", "C", "C", "C", "H", "H", "H", "H", "H", "H", "H", "H", "H", "H", "H", "H", "H", "H", "H", "H", "H", "H", "H", "H", "C", "C", "C", "C", "N", "C", "C", "C", "C", "C", "H", "H", "H", "H", "H", "H", "H", "H", "H", "H", "H", "H", "H", "H", "H", "H", "H", "H", "H", "H", "C", "C", "C", "C", "N", "C", "C", "C", "C", "C", "H", "H", "H", "H", "H", "H", "H", "H", "H", "H", "H", "H", "H", "H", "H", "H", "H", "H", "H", "H", "C", "C", "C", "C", "N", "C", "C", "C", "C", "C", "H", "H", "H", "H", "H", "H", "H", "H", "H", "H", "H", "H", "H", "H", "H", "H", "H", "H", "H", "H"], "xyz": [[13.7001, -17.3248, 12.1774], [13.0895, -17.2335, 13.6287], [13.0120, -18.6479, 14.2896], [12.8519, -18.6929, 15.8365], [13.7307, -17.7257, 16.6126], [13.7364, -16.2213, 16.0234], [13.8736, -16.2642, 14.5525], [14.2700, -14.9908, 13.9441], [14.9697, -15.5425, 16.7071], [12.4648, -15.4920, 16.4454], [11.6185, -16.7291, 13.5061], [14.7475, -17.6154, 12.2591], [13.7208, -16.3323, 11.7272], [13.2147, -18.1236, 11.6166], [13.8711, -19.2575, 14.0094], [12.2547, -19.3298, 13.9027], [12.9597, -19.6595, 16.3286], [11.8074, -18.5171, 16.0938], [14.7528, -18.0989, 16.6766], [13.3477, -17.6163, 17.6273], [14.8057, -15.3609, 17.7693], [15.1011, -14.5410, 16.2975], [15.8857, -16.1118, 16.5489], [11.9233, -14.9827, 15.6483], [12.6260, -14.7796, 17.2545], [11.7523, -16.1861, 16.8911], [11.5899, -15.7124, 13.1144], [11.1191, -16.6651, 14.4728], [10.9264, -17.3495, 12.9367], [17.4595, -18.9771, 15.0337], [17.3868, -17.5767, 14.4029], [18.4073, -17.5086, 13.2901], [18.3430, -16.1209, 12.5425], [18.3597, -14.9553, 13.5793], [17.1689, -15.9017, 11.4945], [17.6676, -14.9446, 10.4377], [19.2053, -14.9907, 10.3963], [19.5864, -16.0078, 11.5499], [18.4351, -19.4625, 15.0583], [16.8955, -19.6644, 14.4032], [17.0541, -18.8889, 16.0417], [17.5964, -16.8209, 15.1599], [16.4102, -17.3648, 13.9677], [18.3145, -18.2249, 12.4738], [19.4175, -17.6003, 13.6890], [17.3636, -14.8314, 14.0042], [18.6951, -14.0776, 13.0268], [19.1093, -15.2372, 14.3187], [16.3073, -15.5463, 12.0597], [16.9134, -16.8783, 11.0834], [17.2588, -13.9690, 10.7008], [17.2955, -15.1662, 9.4374], [19.6966, -14.0643, 10.6935], [19.6326, -15.2900, 9.4392], [20.5042, -15.7449, 12.0759], [19.7015, -16.9737, 11.0581], [17.5736, -17.5441, 22.7178], [18.5963, -16.7296, 22.0013], [18.1231, -16.0233, 20.6461], [19.1368, -14.9885, 20.1041], [19.7034, -13.9670, 21.1378], [20.2336, -15.7372, 19.3574], [19.9743, -15.6856, 17.8432], [19.3268, -14.3332, 17.7050], [18.4459, -14.1470, 18.9670], [17.2610, -18.4193, 22.1483], [16.7209, -16.8704, 22.8029], [17.9600, -17.8254, 23.6974], [19.5161, -17.2445, 21.7241], [18.8619, -15.9699, 22.7364], [17.1868, -15.4752, 20.7503], [18.0976, -16.7257, 19.8130], [20.2967, -13.3308, 20.4812], [20.2910, -14.3696, 21.9629], [18.8886, -13.3526, 21.5210], [21.2127, -15.2665, 19.4470], [20.2524, -16.7593, 19.7355], [20.8625, -15.8172, 17.2254], [19.4284, -16.5379, 17.4385], [20.0663, -13.5416, 17.8260], [18.6419, -14.1798, 16.8710], [18.2043, -13.1308, 19.2784], [17.4882, -14.6098, 18.7286], [11.4718, -10.9112, 10.3683], [11.3720, -12.4052, 10.7675], [12.4173, -12.7147, 11.8799], [9.9965, -12.5943, 11.4561], [11.6753, -13.3491, 9.6453], [10.8675, -12.9802, 8.3779], [9.5182, -13.0463, 8.5599], [11.6126, -10.3197, 11.2729], [10.5357, -10.6404, 9.8799], [12.2637, -10.7938, 9.6285], [13.3584, -12.2055, 11.6722], [12.5421, -13.7872, 12.0289], [12.0457, -12.3514, 12.8380], [9.9849, -13.4813, 12.0894], [9.1476, -12.4928, 10.7798], [9.9913, -11.7891, 12.1907], [11.4397, -14.3399, 10.0340], [12.7462, -13.2303, 9.4806], [11.2253, -13.6263, 7.5763], [11.2064, -11.9866, 8.0846], [9.1216, -13.3417, 7.7370], [16.3791, -9.9016, 14.6224], [16.1021, -11.4144, 14.6528], [17.2024, -12.1665, 15.3983], [14.7894, -11.5752, 15.4333], [15.8036, -11.9874, 13.2495], [16.7569, -11.5023, 12.1163], [18.0682, -11.7027, 12.4696], [15.6325, -9.4075, 14.0007], [17.3645, -9.9346, 14.1576], [16.4218, -9.3734, 15.5749], [18.1568, -12.0488, 14.8851], [16.9421, -13.2250, 15.3900], [17.1050, -11.6165, 16.3343], [14.7431, -11.1127, 16.4192], [14.5990, -12.6467, 15.4944], [14.0267, -11.2072, 14.7470], [14.8449, -11.6803, 12.8316], [15.9458, -13.0608, 13.3750], [16.6426, -10.4293, 11.9624], [16.3284, -11.8839, 11.1895], [18.6176, -11.3926, 11.7459], [8.5724, -17.7246, 15.6617], [8.0050, -16.6810, 16.7012], [8.2006, -15.3268, 16.0775], [8.0340, -14.2715, 17.1761], [8.5287, -12.8565, 16.7003], [7.9721, -11.6895, 17.5569], [8.0000, -10.4443, 16.6976], [7.5505, -11.0102, 15.3381], [8.1277, -12.3922, 15.3125], [10.0583, -12.8313, 16.9898], [8.1654, -18.7206, 15.8363], [9.6512, -17.8788, 15.6843], [8.3820, -17.5870, 14.5973], [8.5612, -16.7443, 17.6365], [6.9433, -16.8792, 16.8486], [7.5227, -15.1647, 15.2395], [9.2291, -15.1656, 15.7545], [8.3188, -14.6327, 18.1642], [6.9649, -14.0761, 17.2593], [8.4716, -11.5159, 18.5100], [6.9467, -11.9864, 17.7769], [9.0242, -10.0713, 16.6930], [7.2779, -9.7067, 17.0479], [7.8652, -10.3739, 14.5110], [6.4622, -11.0197, 15.3975], [9.0267, -12.4312, 14.6973], [7.4184, -13.0094, 14.7611], [10.4105, -11.8037, 16.8991], [10.4102, -13.5555, 16.2551], [10.1197, -13.0287, 18.0600], [10.9745, -18.8341, 18.8918], [11.1757, -18.3055, 20.3139], [10.0556, -17.4707, 20.9193], [8.7174, -18.2437, 21.0537], [7.4527, -17.4870, 21.6328], [6.3080, -18.5262, 21.8252], [5.2423, -17.9176, 20.9396], [5.8858, -16.9926, 19.8963], [6.9757, -16.3427, 20.7614], [7.8659, -16.9816, 22.9821], [10.4632, -18.0844, 18.2880], [10.1586, -19.5562, 18.9247], [11.8810, -19.1892, 18.4016], [12.0646, -17.6771, 20.3689], [11.4108, -19.0576, 21.0671], [10.0606, -16.5840, 20.2855], [10.3996, -17.1121, 21.8894], [8.8733, -19.1836, 21.5833], [8.3520, -18.4376, 20.0452], [6.0275, -18.6559, 22.8705], [6.5824, -19.5123, 21.4506], [4.5422, -17.2967, 21.4986], [4.7730, -18.7886, 20.4821], [5.1052, -16.2531, 19.7173], [6.2911, -17.4875, 19.0137], [6.5347, -15.5737, 21.3956], [7.7244, -15.8536, 20.1383], [8.4356, -17.6934, 23.5795], [6.9382, -16.8544, 23.5401], [8.4834, -16.0874, 22.8975], [16.4098, -20.4652, 11.7317], [16.7731, -20.0866, 10.2772], [15.6149, -19.6898, 9.4035], [15.9634, -18.7423, 8.2325], [14.7813, -18.5256, 7.2688], [13.5331, -17.9881, 7.8818], [13.8217, -16.5322, 8.2455], [14.4670, -15.9822, 6.9774], [15.1352, -17.3167, 6.3563], [14.4096, -19.8271, 6.5048], [15.5481, -21.1316, 11.7705], [16.0229, -19.6511, 12.3446], [17.2899, -20.7882, 12.2878], [17.4292, -20.8265, 9.8186], [17.5048, -19.2812, 10.3412], [14.9115, -19.1868, 10.0671], [15.3457, -20.6939, 9.0759], [16.7551, -19.1126, 7.5812], [16.2597, -17.7993, 8.6920], [12.7546, -18.1333, 7.1328], [13.2757, -18.5416, 8.7849], [12.8687, -16.0350, 8.4263], [14.3967, -16.4840, 9.1703], [13.7634, -15.6525, 6.2130], [15.2072, -15.2264, 7.2400], [14.7483, -17.5269, 5.3592], [16.2238, -17.2623, 6.3441], [13.6895, -19.6102, 5.7158], [14.0442, -20.5412, 7.2428], [15.3915, -20.1589, 6.1675], [12.7392, -22.9806, 15.9480], [11.6514, -22.4135, 16.8589], [10.5588, -21.6633, 16.0127], [9.8437, -22.6423, 15.0301], [8.8383, -21.9530, 14.0309], [9.4828, -20.7226, 13.3185], [8.7714, -20.5352, 11.9669], [8.5020, -21.9834, 11.5105], [8.5440, -22.8615, 12.7424], [7.4833, -21.6270, 14.7001], [13.4496, -23.5386, 16.5579], [13.1491, -22.1716, 15.3434], [12.2646, -23.6358, 15.2175], [12.1728, -21.6769, 17.4702], [11.1436, -23.1577, 17.4724], [11.1587, -20.9203, 15.4872], [9.8228, -21.1869, 16.6604], [9.3177, -23.3993, 15.6119], [10.5674, -23.1032, 14.3579], [9.2786, -19.8945, 13.9973], [10.5429, -20.9753, 13.3404], [7.8911, -19.9531, 12.2393], [9.3236, -19.9316, 11.2466], [7.5422, -22.0796, 11.0030], [9.2889, -22.4087, 10.8875], [7.6561, -23.4768, 12.8883], [9.2797, -23.6600, 12.8386], [7.0675, -22.5140, 15.1780], [6.7516, -21.2285, 13.9974], [7.7913, -21.0237, 15.5541], [7.9351, -16.9847, 11.2296], [6.5178, -16.6937, 11.7354], [5.9248, -17.6413, 12.8026], [4.4961, -17.3244, 12.9282], [3.7004, -18.0754, 14.0090], [2.3980, -17.3417, 14.3667], [2.1067, -17.6744, 15.8382], [3.4258, -18.1451, 16.3570], [4.4577, -17.9788, 15.3336], [3.3961, -19.5364, 13.6186], [8.1720, -16.1310, 10.5946], [7.9521, -17.8317, 10.5437], [8.6783, -17.0215, 12.0261], [5.9716, -16.6091, 10.7960], [6.5169, -15.6820, 12.1409], [6.3053, -17.5458, 13.8195], [6.1334, -18.6862, 12.5729], [3.9489, -17.4875, 11.9997], [4.3559, -16.2791, 13.2033], [1.5601, -17.4153, 13.6734], [2.7204, -16.3005, 14.3639], [1.3112, -18.4156, 15.9151], [1.7798, -16.7543, 16.3225], [3.3326, -19.1745, 16.7029], [3.6736, -17.6114, 17.2745], [5.1671, -18.7574, 15.6140], [4.8685, -16.9742, 15.4338], [4.3553, -20.0523, 13.5767], [2.9676, -19.5120, 12.6167], [2.7658, -19.9954, 14.3803]], "homo_ev": [-25.075, -25.075], "gap_ev": [9.6, 8.1], "s2": 0.756, "multiplicity": 2, "total_charge": 9}